Record 1
Here is a cluster of 16 separate species, C91H209B3F12N10O11 in total from the OMol25 dataset. Energies are from wB97M-V/def2-TZVPD.

Summary:
- Gap between HOMO and LUMO: 0.24541 hartree
- HOMO energy: -13.18 eV
- Net charge: +4

Positions of all 336 atoms, in Å:
1 C 1.70 -1.90 -0.70
2 C 0.13 -2.10 -0.59
3 N -0.61 -0.90 -1.22
4 C -2.17 -1.08 -1.12
5 C -0.33 0.40 -0.45
6 C -0.36 0.43 1.05
7 C -0.27 -0.58 -2.73
8 C -0.26 -1.79 -3.70
9 O -1.46 -2.54 -3.66
10 C -1.46 -3.77 -4.32
11 H 2.32 -2.62 -0.18
12 H 2.04 -0.97 -0.25
13 H 1.99 -1.88 -1.75
14 H -0.22 -2.12 0.44
15 H -0.16 -3.02 -1.09
16 H -2.39 -2.07 -1.51
17 H -2.71 -0.30 -1.66
18 H -2.54 -1.10 -0.10
19 H -1.09 1.08 -0.84
20 H 0.62 0.77 -0.84
21 H -1.40 0.28 1.35
22 H 0.01 1.33 1.54
23 H 0.30 -0.29 1.54
24 H 0.70 -0.12 -2.95
25 H -0.90 0.25 -3.05
26 H 0.51 -2.52 -3.45
27 H -0.05 -1.41 -4.70
28 H -1.28 -4.49 -3.52
29 H -0.92 -4.02 -5.23
30 H -2.48 -3.95 -4.65
31 C 0.00 1.48 -6.29
32 C -0.50 0.82 -7.55
33 N -2.01 0.54 -7.57
34 C -2.37 -0.25 -6.32
35 C -2.87 1.82 -7.39
36 C -2.78 2.84 -8.50
37 C -2.33 -0.22 -8.86
38 C -3.79 -0.44 -9.19
39 O -4.37 -1.16 -8.11
40 C -5.77 -1.26 -8.32
41 H -0.05 0.90 -5.37
42 H -0.27 2.52 -6.10
43 H 1.07 1.56 -6.51
44 H -0.01 -0.15 -7.56
45 H -0.07 1.17 -8.49
46 H -2.14 0.26 -5.38
47 H -1.85 -1.21 -6.30
48 H -3.41 -0.60 -6.33
49 H -2.58 2.40 -6.51
50 H -3.91 1.48 -7.40
51 H -3.70 3.43 -8.42
52 H -2.97 2.30 -9.43
53 H -1.87 3.43 -8.60
54 H -1.74 -1.13 -8.78
55 H -1.81 0.43 -9.57
56 H -3.81 -1.03 -10.10
57 H -4.20 0.55 -9.40
58 H -6.13 -2.06 -7.66
59 H -6.06 -1.54 -9.33
60 H -6.25 -0.34 -7.99
61 C -1.03 5.88 -2.74
62 C 0.51 5.77 -2.46
63 N 0.92 5.29 -1.04
64 C 0.33 3.90 -0.80
65 C 2.47 5.28 -0.93
66 C 3.26 6.58 -1.18
67 C 0.33 6.34 -0.05
68 C 0.75 6.20 1.44
69 O 0.11 5.09 2.05
70 C 0.39 4.76 3.36
71 H -1.29 6.82 -2.26
72 H -1.62 5.09 -2.29
73 H -1.35 5.80 -3.78
74 H 1.10 6.67 -2.60
75 H 0.91 5.00 -3.12
76 H 0.45 3.26 -1.67
77 H -0.72 3.95 -0.53
78 H 0.90 3.46 0.02
79 H 2.81 4.39 -1.45
80 H 2.75 5.09 0.11
81 H 3.17 6.76 -2.25
82 H 4.34 6.60 -1.03
83 H 2.99 7.48 -0.62
84 H -0.75 6.39 -0.18
85 H 0.58 7.28 -0.54
86 H 0.55 7.08 2.04
87 H 1.83 6.10 1.50
88 H -0.37 4.08 3.74
89 H 0.52 5.64 3.99
90 H 1.34 4.23 3.43
91 C 5.53 -2.31 -2.42
92 C 5.67 -3.56 -3.30
93 N 5.01 -3.57 -4.76
94 C 5.56 -2.41 -5.65
95 C 5.26 -4.99 -5.40
96 C 4.25 -5.35 -6.53
97 C 3.50 -3.28 -4.60
98 C 2.67 -4.38 -3.76
99 O 3.04 -4.42 -2.45
100 C 2.11 -5.20 -1.70
101 H 4.51 -2.22 -2.04
102 H 5.92 -1.43 -2.93
103 H 6.05 -2.38 -1.46
104 H 5.31 -4.39 -2.69
105 H 6.73 -3.67 -3.50
106 H 5.51 -1.50 -5.04
107 H 4.99 -2.23 -6.56
108 H 6.58 -2.69 -5.88
109 H 5.27 -5.69 -4.56
110 H 6.29 -4.86 -5.72
111 H 4.27 -4.63 -7.35
112 H 3.19 -5.45 -6.32
113 H 4.54 -6.29 -7.00
114 H 3.23 -3.26 -5.65
115 H 3.46 -2.28 -4.18
116 H 2.73 -5.37 -4.22
117 H 1.64 -4.05 -3.83
118 H 1.06 -4.95 -1.83
119 H 2.48 -5.30 -0.68
120 H 2.13 -6.23 -2.07
121 C -6.72 2.43 -0.48
122 C -6.87 1.02 -0.99
123 N -7.76 0.70 -2.26
124 C -9.08 1.51 -2.02
125 C -7.04 1.35 -3.46
126 C -7.69 1.17 -4.81
127 C -8.02 -0.83 -2.41
128 C -6.89 -1.85 -2.39
129 O -6.07 -1.44 -3.42
130 C -4.99 -2.38 -3.57
131 H -7.61 3.02 -0.24
132 H -6.24 3.05 -1.23
133 H -6.16 2.44 0.46
134 H -7.06 0.27 -0.21
135 H -5.87 0.66 -1.23
136 H -9.72 1.23 -2.86
137 H -8.93 2.59 -1.97
138 H -9.51 1.20 -1.08
139 H -6.01 0.98 -3.44
140 H -7.01 2.43 -3.35
141 H -7.00 1.62 -5.51
142 H -8.64 1.67 -5.04
143 H -7.90 0.12 -5.05
144 H -8.71 -0.89 -3.25
145 H -8.66 -0.95 -1.53
146 H -7.33 -2.79 -2.71
147 H -6.43 -1.94 -1.40
148 H -4.37 -2.21 -4.45
149 H -5.40 -3.36 -3.84
150 H -4.43 -2.60 -2.66
151 C 3.59 1.53 1.95
152 C 4.82 2.44 1.73
153 C 5.89 1.71 0.86
154 N 6.85 2.62 0.16
155 C 7.74 3.36 1.11
156 C 8.88 2.45 1.71
157 C 9.74 1.74 0.69
158 C 8.80 0.94 -0.21
159 C 7.70 1.78 -0.83
160 C 6.17 3.72 -0.78
161 H 3.13 1.09 1.06
162 H 2.87 2.01 2.61
163 H 3.87 0.64 2.52
164 H 5.34 2.68 2.65
165 H 4.35 3.33 1.32
166 H 5.41 1.11 0.09
167 H 6.38 1.03 1.56
168 H 7.18 3.97 1.82
169 H 8.18 4.14 0.48
170 H 8.53 1.61 2.32
171 H 9.49 3.10 2.34
172 H 10.25 0.98 1.29
173 H 10.41 2.40 0.14
174 H 8.49 0.05 0.33
175 H 9.51 0.54 -0.95
176 H 7.04 1.10 -1.37
177 H 8.13 2.48 -1.54
178 H 5.39 3.20 -1.33
179 H 6.95 4.23 -1.35
180 H 5.74 4.38 -0.03
181 C -3.35 -6.24 3.43
182 C -4.51 -5.66 2.68
183 C -4.44 -4.13 2.77
184 N -5.69 -3.32 2.49
185 C -6.76 -3.52 3.58
186 C -6.46 -2.83 4.94
187 C -6.16 -1.34 4.69
188 C -4.94 -1.26 3.74
189 C -5.28 -1.85 2.31
190 C -6.31 -3.67 1.14
191 H -2.46 -5.65 3.24
192 H -3.23 -7.29 3.20
193 H -3.49 -6.08 4.50
194 H -5.39 -5.99 3.23
195 H -4.55 -6.18 1.72
196 H -3.65 -3.71 2.14
197 H -4.30 -3.85 3.81
198 H -6.96 -4.59 3.71
199 H -7.73 -3.21 3.17
200 H -5.69 -3.33 5.53
201 H -7.33 -2.92 5.59
202 H -5.85 -0.97 5.67
203 H -7.02 -0.80 4.31
204 H -4.05 -1.73 4.15
205 H -4.65 -0.21 3.64
206 H -4.41 -1.76 1.66
207 H -6.10 -1.24 1.92
208 H -5.58 -3.41 0.38
209 H -7.30 -3.21 1.12
210 H -6.46 -4.73 0.92
211 C 6.96 -1.12 8.61
212 C 5.94 0.00 8.34
213 C 5.21 -0.03 6.91
214 N 4.16 1.18 6.71
215 C 3.41 0.90 5.41
216 C 2.18 1.82 5.30
217 C 1.25 1.50 6.41
218 C 1.85 1.79 7.75
219 C 3.20 1.07 7.97
220 C 4.80 2.59 6.71
221 H 6.35 -1.99 8.35
222 H 7.34 -1.28 9.62
223 H 7.82 -1.10 7.94
224 H 6.39 0.99 8.47
225 H 5.20 -0.06 9.15
226 H 4.89 -1.04 6.66
227 H 5.89 0.21 6.10
228 H 3.07 -0.13 5.47
229 H 4.10 0.97 4.56
230 H 1.69 1.67 4.34
231 H 2.42 2.88 5.31
232 H 0.92 0.46 6.33
233 H 0.40 2.17 6.32
234 H 1.14 1.37 8.46
235 H 1.82 2.85 7.97
236 H 3.08 0.02 8.23
237 H 3.82 1.61 8.69
238 H 5.62 2.70 7.41
239 H 4.06 3.34 6.99
240 H 5.29 2.85 5.78
241 C -1.69 8.91 4.71
242 C -2.00 7.60 4.01
243 C -3.55 7.34 3.80
244 N -3.89 5.99 3.09
245 C -3.57 6.07 1.62
246 C -3.85 4.75 0.76
247 C -3.29 3.40 1.48
248 C -3.65 3.47 2.97
249 C -3.32 4.71 3.80
250 C -5.45 5.93 3.09
251 H -0.62 9.01 4.94
252 H -2.27 8.98 5.62
253 H -2.04 9.66 4.00
254 H -1.53 6.80 4.57
255 H -1.43 7.57 3.08
256 H -3.98 8.17 3.24
257 H -3.98 7.37 4.80
258 H -2.51 6.30 1.59
259 H -3.98 6.92 1.06
260 H -3.32 4.91 -0.17
261 H -4.91 4.70 0.52
262 H -2.21 3.44 1.34
263 H -3.73 2.50 1.03
264 H -3.26 2.63 3.55
265 H -4.70 3.21 3.11
266 H -2.23 4.76 3.80
267 H -3.59 4.72 4.86
268 H -5.81 6.80 2.54
269 H -5.78 5.84 4.12
270 H -5.82 5.05 2.57
271 C 0.02 -8.60 3.97
272 C 0.18 -7.18 4.48
273 C 0.92 -6.30 3.50
274 N 1.26 -4.89 3.89
275 C 2.11 -4.95 5.15
276 C 2.74 -3.56 5.49
277 C 3.58 -2.95 4.33
278 C 2.63 -2.87 3.05
279 C 2.06 -4.32 2.69
280 C -0.04 -4.14 4.16
281 H -0.36 -9.18 4.81
282 H 0.96 -9.01 3.60
283 H -0.66 -8.62 3.12
284 H 0.75 -7.18 5.41
285 H -0.86 -6.93 4.67
286 H 0.29 -6.19 2.61
287 H 1.86 -6.73 3.17
288 H 2.95 -5.63 5.06
289 H 1.50 -5.26 6.00
290 H 3.34 -3.69 6.39
291 H 2.01 -2.80 5.79
292 H 4.44 -3.57 4.06
293 H 3.96 -1.97 4.62
294 H 3.23 -2.48 2.23
295 H 1.80 -2.20 3.24
296 H 2.86 -5.01 2.40
297 H 1.42 -4.40 1.82
298 H -0.57 -4.56 5.02
299 H -0.66 -4.16 3.27
300 H 0.24 -3.09 4.21
301 C -1.82 -6.69 -0.72
302 C -1.56 -5.26 -0.26
303 O -2.36 -4.38 -0.55
304 O -0.43 -5.01 0.27
305 H -2.69 -7.09 -0.20
306 H -1.00 -7.35 -0.43
307 H -2.00 -6.66 -1.80
308 C 3.38 0.72 -4.10
309 C 2.74 1.93 -3.28
310 O 2.75 1.90 -2.05
311 O 2.16 2.87 -3.90
312 H 3.86 1.06 -5.02
313 H 2.60 -0.02 -4.28
314 H 4.20 0.30 -3.52
315 C 6.23 -1.72 1.51
316 C 6.89 -1.26 2.83
317 O 6.25 -1.25 3.90
318 O 8.09 -0.92 2.74
319 H 6.62 -2.72 1.34
320 H 6.57 -1.15 0.64
321 H 5.15 -1.68 1.63
322 B -3.08 2.52 -3.14
323 F -3.45 1.24 -3.61
324 F -3.02 2.62 -1.80
325 F -1.84 2.86 -3.64
326 F -4.04 3.40 -3.68
327 B 1.72 -2.12 -7.74
328 F 2.47 -3.30 -7.91
329 F 2.34 -1.42 -6.75
330 F 1.57 -1.33 -8.89
331 F 0.48 -2.52 -7.32
332 B -1.42 -0.87 4.38
333 F -1.72 0.30 5.09
334 F -2.04 -0.93 3.17
335 F -0.04 -0.78 4.18
336 F -1.74 -1.98 5.12


Record 2
Here is a structure of composition C5H10O2 from the OMol25 dataset. Energies are from wB97M-V/def2-TZVPD.

Summary:
- Energy above the lowest of the compared OMol25 structures with the same formula, charge and spin: 55.79 kcal/mol
- Gap between HOMO and LUMO: 0.37939 hartree
- HOMO energy: -9.49 eV
- Net charge: 0

Positions of all 17 atoms, in Å:
1 O -2.28 -0.68 -0.11
2 C -1.88 0.62 0.26
3 C -0.43 0.56 0.71
4 C 0.49 -0.06 -0.35
5 C 1.92 0.47 -0.50
6 O 2.47 -0.85 -0.50
7 C 1.21 -1.39 -0.06
8 H -3.14 -0.62 -0.56
9 H -2.50 1.02 1.08
10 H -1.96 1.32 -0.59
11 H -0.37 -0.02 1.64
12 H -0.09 1.57 0.96
13 H -0.02 -0.10 -1.32
14 H 2.26 1.05 0.38
15 H 2.17 1.02 -1.41
16 H 0.90 -2.27 -0.64
17 H 1.24 -1.65 1.01


Record 3
Here is a structure of composition C4H8LuO3 from the OMol25 dataset. Energies are from wB97M-V/def2-TZVPD.

Summary:
- Energy above the lowest of the compared OMol25 structures with the same formula, charge and spin: 17.66 kcal/mol
- 2S+1: 2
- <S²>: 0.753
- Gap between HOMO and LUMO (spin up / spin down): 0.25758 / 0.34780 hartree
- HOMO energy (spin up / spin down): -17.19 / -19.66 eV
- Net charge: +2

Positions of all 16 atoms, in Å:
1 O 1.98 0.85 -0.41
2 C 2.15 -0.47 -0.13
3 O 0.89 -0.94 0.48
4 C 0.03 -1.77 -0.29
5 C -1.37 -1.35 -0.06
6 O -1.53 0.02 -0.13
7 C -2.89 0.49 -0.11
8 Lu 0.26 1.19 0.30
9 H 2.93 -0.66 0.63
10 H 2.34 -1.10 -1.02
11 H -0.20 -2.83 0.09
12 H -2.11 -1.88 0.54
13 H -2.85 1.59 -0.17
14 H -3.42 0.08 -0.97
15 H -3.36 0.18 0.83
16 H 0.33 -1.74 -1.35


Record 4
Here is a structure of composition CaH8N3O13 from the OMol25 dataset. Energies are from wB97M-V/def2-TZVPD.

Summary:
- Energy above the lowest of the compared OMol25 structures with the same formula, charge and spin: 293.63 kcal/mol
- Gap between HOMO and LUMO: 0.08049 hartree
- HOMO energy: -4.95 eV
- Net charge: -1

Positions of all 25 atoms, in Å:
1 Ca -0.09 -0.18 0.88
2 N -5.75 -1.43 -0.70
3 O -6.19 -0.47 -1.33
4 O -4.61 -1.61 -0.47
5 O -6.55 -2.15 -0.12
6 N 5.93 0.79 -0.42
7 O 6.47 1.89 -0.41
8 O 4.80 0.56 0.01
9 O 6.49 -0.05 -1.14
10 N 1.34 -2.20 -4.87
11 O 0.57 -2.64 -5.70
12 O 1.13 -2.16 -3.70
13 O 2.42 -1.77 -5.30
14 O 0.48 3.90 2.08
15 H 0.76 4.21 2.94
16 H 0.31 4.69 1.58
17 O 1.74 -3.05 3.19
18 H 2.66 -2.82 3.36
19 H 1.61 -3.87 3.65
20 O -2.72 0.22 4.46
21 H -3.62 0.05 4.18
22 H -2.72 0.04 5.40
23 O -1.35 2.46 -2.24
24 H -1.21 2.36 -3.18
25 H -1.93 3.22 -2.15


Record 5
Here is a structure of composition C5H17NbO3P from the OMol25 dataset. Energies are from wB97M-V/def2-TZVPD.

Summary:
- Gap between HOMO and LUMO: 0.26705 hartree
- HOMO energy: -4.55 eV
- Net charge: -1

Positions of all 27 atoms, in Å:
1 C 1.02 -2.26 1.73
2 C 0.59 -2.05 0.27
3 C 1.36 -0.94 -0.44
4 C 1.27 0.46 0.18
5 C 1.75 1.56 -0.79
6 Nb -0.72 1.36 0.79
7 P -2.18 0.94 -1.41
8 O -1.77 1.83 -2.53
9 O -3.77 1.09 -1.12
10 O -2.18 -0.63 -1.92
11 H 1.54 -3.21 1.87
12 H 0.17 -2.26 2.41
13 H 1.69 -1.46 2.07
14 H -0.48 -1.86 0.21
15 H 0.76 -2.99 -0.28
16 H 2.42 -1.25 -0.47
17 H 1.05 -0.88 -1.49
18 H 1.94 0.47 1.05
19 H 1.94 1.14 -1.78
20 H 2.69 2.01 -0.44
21 H 1.05 2.40 -0.93
22 H -0.74 3.15 0.41
23 H -2.22 1.95 1.65
24 H -1.55 -0.06 1.57
25 H -0.06 1.74 2.44
26 H -4.06 0.46 -0.45
27 H -1.51 -0.73 -2.61


Record 6
Here is a structure of composition C14H23BBeN6 from the OMol25 dataset. Energies are from wB97M-V/def2-TZVPD.

Summary:
- Energy above the lowest of the compared OMol25 structures with the same formula, charge and spin: 30.42 kcal/mol
- Gap between HOMO and LUMO: 0.32847 hartree
- HOMO energy: -8.59 eV
- Net charge: 0

Positions of all 45 atoms, in Å:
1 H 1.58 -3.03 -1.56
2 N 0.53 -1.31 -2.14
3 B 0.10 1.09 -3.04
4 N 0.80 -0.29 -3.06
5 C 1.77 -0.69 -3.89
6 Be -0.90 -1.47 -1.27
7 H 2.05 -0.05 -4.71
8 C 2.25 -1.93 -3.43
9 H 3.06 -2.49 -3.86
10 C 1.48 -2.25 -2.31
11 H 0.27 1.67 -4.08
12 C -0.99 1.73 3.49
13 H -1.82 1.27 4.04
14 H -1.11 1.53 2.41
15 H -0.97 2.81 3.68
16 N 0.68 2.04 -1.88
17 N -1.39 0.74 -2.82
18 N 0.72 1.52 -0.61
19 N -1.82 -0.22 -1.91
20 C 1.22 3.29 -1.86
21 C -2.45 1.30 -3.41
22 H 1.30 3.91 -2.75
23 H -2.30 2.03 -4.21
24 C 1.58 3.60 -0.54
25 C -3.60 0.81 -2.79
26 C 1.23 2.44 0.20
27 C -3.16 -0.10 -1.82
28 H 2.03 4.48 -0.16
29 H -4.62 1.11 -3.01
30 H 1.32 2.27 1.27
31 H -3.71 -0.59 -1.02
32 H -0.08 1.28 3.80
33 C 0.98 -1.54 2.08
34 C 0.23 -2.48 1.14
35 C -0.25 -3.73 1.88
36 C -0.96 -1.85 0.39
37 H 0.32 -1.07 2.82
38 H 1.49 -0.73 1.55
39 H 1.72 -2.13 2.64
40 H 0.97 -2.80 0.39
41 H -1.01 -3.46 2.62
42 H -0.73 -4.42 1.19
43 H 0.56 -4.25 2.39
44 H -1.87 -2.44 0.61
45 H -1.12 -0.78 0.67


Record 7
Here is a structure of composition CH5NP2 from the OMol25 dataset. Energies are from wB97M-V/def2-TZVPD.

Summary:
- Energy above the lowest of the compared OMol25 structures with the same formula, charge and spin: 76.54 kcal/mol
- Gap between HOMO and LUMO (spin up / spin down): 0.27487 / 0.24387 hartree
- HOMO energy (spin up / spin down): -8.31 / -7.42 eV
- Net charge: 0

Positions of all 9 atoms, in Å:
1 C 1.17 1.31 -0.70
2 N -0.94 -1.29 0.71
3 P -1.84 -1.02 -0.51
4 P 0.59 -0.94 1.04
5 H 2.14 0.89 -0.96
6 H 1.19 2.18 -0.25
7 H 0.26 1.15 -1.42
8 H -2.81 -1.87 -0.14
9 H 0.26 -0.41 2.22